--- A ---
This record from the OMol25 dataset describes a 2-piece molecular cluster, C4H13N2O overall. The level of theory is ωB97M-V with the def2-TZVPD basis set.

XYZ file:
```
20
C4H13N2O, DFT ωB97M-V with the def2-TZVPD basis set
C -0.237 -1.725 1.110
C 0.788 -0.528 0.811
C 0.893 0.074 -0.525
C 1.761 1.112 -0.628
N -0.265 -0.036 -1.562
N -1.517 -1.416 0.484
H 0.216 -2.653 0.729
H -0.177 -1.841 2.151
H 1.763 -0.855 1.191
H 0.543 0.228 1.620
H 2.517 1.241 0.068
H 1.731 1.731 -1.537
H -0.996 0.690 -1.448
H -0.588 -0.943 -1.288
H 0.014 0.045 -2.518
H -2.089 -2.244 0.291
H -2.208 -1.010 1.183
H -0.707 3.041 -0.755
H -0.562 2.709 0.727
O -0.881 2.381 -0.103
```

For the HOMO energy (alpha / beta), the calculation gives -3.38 / -7.74 eV. As for the expectation value of S²: 0.75. Its orbital gap (alpha / beta) is 0.1603 / 0.3064 Ha. Its lowest unoccupied orbital energy (alpha / beta) is 1.0 / 0.6 eV. The spin multiplicity is 2. Its total charge is 0.

=====

--- B ---
This record from the OMol25 dataset describes a 2-piece molecular cluster, C4H13N2O overall. The level of theory is ωB97M-V with the def2-TZVPD basis set.

XYZ file:
```
20
C4H13N2O, DFT ωB97M-V with the def2-TZVPD basis set
C 0.792 -0.255 -0.872
C 0.884 0.928 0.064
C 1.194 0.598 1.514
C 0.446 -1.052 2.985
N 0.164 -0.299 2.016
N -0.585 -0.660 -1.171
H 1.321 -1.139 -0.528
H 1.321 -0.053 -1.807
H 1.570 1.699 -0.296
H -0.060 1.484 0.116
H 2.191 0.154 1.663
H 1.163 1.521 2.088
H 1.425 -1.110 3.470
H -0.308 -1.728 3.366
H -0.564 -1.635 -1.608
H -1.099 -0.726 -0.283
H -1.091 -0.038 -1.844
H -3.522 0.804 -2.423
H -2.583 0.963 -3.660
O -2.658 0.543 -2.789
```

For the HOMO energy (alpha / beta), the calculation gives -2.79 / -10.21 eV. As for the expectation value of S²: 0.75. Its orbital gap (alpha / beta) is 0.1384 / 0.4028 Ha. Its lowest unoccupied orbital energy (alpha / beta) is 1.0 / 0.8 eV. The spin multiplicity is 2. Its total charge is 0.

=====

Of all the structures shown, which is most stable? B, and A is the least stable.